(1)
Formula: C20H66N20O13
Source: OMol25
Level of theory: ωB97M-V/def2-TZVPD

Cartesian coordinates (Å):
O -8.2452 0.1196 -4.8769
H -7.4139 0.5906 -5.0809
C -0.6911 0.4266 -1.2303
C -1.5292 1.2965 -0.4071
C -2.3859 2.1802 -1.2908
O -2.3547 0.5905 0.4436
H -0.0435 -0.1723 -0.5899
H -0.1044 0.9937 -1.9530
H -1.3839 -0.1922 -1.8005
H -0.7819 1.8484 0.1630
H -1.7564 2.9066 -1.8047
H -3.1031 2.7606 -0.7104
H -2.9851 1.8233 -2.1285
C 6.0275 -0.0259 2.8905
C 7.5457 -0.3457 2.8489
C 8.2667 -0.2634 4.1690
O 9.6736 -0.6717 4.0170
C 10.2456 -0.9952 5.2456
N 7.6761 -1.7556 2.3505
H 5.7609 0.7876 3.5653
H 5.5979 -0.9844 3.1819
H 5.5261 0.1161 1.9331
H 8.2043 0.2270 2.1960
H 7.8103 -0.9988 4.8316
H 8.2514 0.7130 4.6532
H 10.2909 -0.1369 5.9159
H 11.2324 -1.4534 5.1803
H 9.6391 -1.7806 5.6966
H 7.3364 -1.9139 1.4126
H 8.6306 -2.0383 2.1800
C -4.8374 -6.8547 4.2402
C -3.6723 -5.9919 3.7544
C -3.0131 -6.4153 2.3801
O -3.9768 -6.4580 1.3020
C -4.2964 -7.7239 0.8259
N -4.3623 -4.7488 3.5443
H -4.3693 -7.8040 4.5007
H -5.6445 -7.0418 3.5319
H -5.2619 -6.5332 5.1913
H -2.9458 -5.8315 4.5510
H -2.6065 -7.4043 2.5912
H -2.2372 -5.7222 2.0551
H -5.1482 -7.7077 0.1460
H -4.4492 -8.4363 1.6365
H -3.5057 -8.2144 0.2582
H -3.7651 -4.0040 3.2147
H -4.6171 -4.3249 4.4249
C 2.4758 -6.8807 -1.7342
O 2.0519 -6.7116 -2.8566
N 3.2534 -6.1317 -1.0631
N 2.2616 -7.9257 -1.0764
H 3.3755 -6.2796 -0.0715
H 3.5222 -5.2951 -1.5612
H 1.7155 -8.6388 -1.5384
H 2.7349 -8.0207 -0.1893
C -2.5970 6.4646 5.0417
O -3.4217 6.1465 5.8736
N -2.2637 7.6810 4.6999
N -1.9269 5.7443 4.1659
H -1.6851 7.7855 3.8787
H -2.4962 8.4788 5.2739
H -1.1235 6.1777 3.7337
H -1.9939 4.7545 3.9760
C -3.6852 -2.6709 -6.6400
O -3.8043 -3.1182 -5.5012
N -2.6647 -2.9239 -7.4401
N -4.6215 -2.0021 -7.2588
H -2.8984 -2.8143 -8.4166
H -2.0068 -3.5579 -7.0097
H -5.4649 -1.7988 -6.7417
H -4.5897 -1.7312 -8.2313
C -7.9173 1.9261 4.4962
O -8.3641 1.2575 3.6025
N -6.6741 2.4133 4.4896
N -8.5320 2.5183 5.4975
H -6.1514 1.9837 3.7397
H -6.2562 2.8056 5.3213
H -7.9632 3.0637 6.1293
H -9.5064 2.4057 5.7381
C 3.6997 5.8932 0.6656
O 2.7769 6.3190 1.3820
N 4.9650 6.0914 1.0451
N 3.7168 5.3296 -0.4704
H 5.6856 5.6112 0.5253
H 5.1719 6.4898 1.9499
H 4.5156 4.9454 -0.9545
H 2.8467 5.0319 -0.8881
C 4.5396 -1.1342 -4.8560
O 5.3098 -1.6640 -4.0210
N 4.5422 0.1699 -5.0570
N 3.5224 -1.6857 -5.4357
H 3.7844 0.4585 -5.6591
H 5.1674 0.7323 -4.4976
H 3.2885 -2.6546 -5.2722
H 2.9348 -1.0721 -5.9818
C 0.1758 -1.6636 5.9230
O 0.7305 -2.1499 6.8776
N 0.3249 -2.1207 4.7342
N -0.7277 -0.7389 5.8554
H -0.2763 -1.8324 3.9755
H 1.0818 -2.7709 4.5779
H -1.1938 -0.4342 5.0127
H -1.0854 -0.4735 6.7618
C -0.8522 8.4433 -3.7891
O -0.3093 7.4734 -4.2871
N -1.5926 8.4224 -2.6997
N -0.9131 9.5695 -4.3697
H -1.6736 9.3121 -2.2287
H -1.5690 7.6046 -2.1074
H -0.5700 9.4619 -5.3136
H -1.3058 10.3041 -3.7986
C -0.1721 1.8707 -9.3034
O 0.9483 1.6219 -9.0455
N -0.7320 1.4252 -10.3644
N -1.0478 2.4026 -8.4774
H -1.6518 1.8015 -10.5445
H -0.3317 0.7899 -11.0399
H -0.7072 2.7758 -7.6028
H -2.0284 2.5032 -8.6974

Calculated values
Gap between HOMO and LUMO (eV): 3.025
Relative energy (zero: lowest compared OMol25 entry of this formula, charge and spin) (eV): 10.287
Charge: -2

(2)
Formula: C3H4OS
Source: OMol25
Level of theory: ωB97M-V/def2-TZVPD

Cartesian coordinates (Å):
C -1.0182 -1.3942 0.9083
C -0.2655 -0.6208 0.1402
S -0.3086 1.1086 0.2438
C 0.9836 1.6816 -0.8691
O 1.1222 2.8216 -1.1134
H -1.6507 -0.9483 1.6410
H -0.9699 -2.4724 0.9441
H 0.4353 -1.1010 -0.5418
H 1.6718 0.9249 -1.3531

Calculated values
Gap between HOMO and LUMO (eV): 10.130
Relative energy (zero: lowest compared OMol25 entry of this formula, charge and spin) (eV): 0.787
Structure (SMILES): C=CSC=O

(3)
Formula: C14H22B11Br6ClNO3SY
Source: OMol25
Level of theory: ωB97M-V/def2-TZVPD

Cartesian coordinates (Å):
Y 0.9802 0.5224 -0.2840
Br -0.9665 1.8600 -2.0791
B -2.6687 1.2995 -1.2194
B -4.2531 1.7837 -1.7959
C -5.2432 0.4828 -1.3441
B -3.7180 0.0886 -1.9553
B -4.4692 -0.8526 -0.6395
B -5.4639 0.2596 0.3263
B -5.3296 1.8848 -0.3860
B -3.6516 2.4257 -0.2533
Br -3.1371 4.2858 -0.0358
B -4.4090 1.4741 1.0725
Br -4.7689 2.2656 2.8058
B -3.8720 -0.2354 0.9150
Br -3.6040 -1.3898 2.4507
B -2.8014 -0.3214 -0.5044
Br -1.2546 -1.5385 -0.5694
B -2.7616 1.1050 0.5424
Br -1.1846 1.4435 1.6544
H -4.4743 2.4207 -2.7624
H -6.0908 0.2746 -1.9787
H -3.5742 -0.3915 -3.0220
H -4.8337 -1.9545 -0.8429
H -6.4981 -0.1062 0.7558
H -6.2763 2.5848 -0.4244
Cl 4.1050 1.8300 -0.7047
C 4.9189 0.3888 0.0363
H 5.2350 0.5793 1.0538
H 5.2302 -0.4278 -0.6020
C 3.7111 3.4534 -1.4209
C 2.5692 2.1427 0.2616
C 2.8161 0.8041 -1.8034
C 2.2055 2.7743 2.8490
C 1.9571 2.5525 1.3861
H 4.9995 2.5372 0.1045
H 4.1071 4.2998 -0.8744
H 3.1657 3.4656 -2.3527
H 5.1282 1.7647 -1.6466
H 3.4003 0.6045 -2.7071
H 2.0120 1.5373 -1.9478
H 3.2706 2.8235 3.0777
H 1.7803 1.9457 3.4207
H 1.7292 3.6926 3.1897
H 0.9800 2.9191 1.0513
O 3.9714 -2.3154 -1.6702
S 2.6635 -2.1735 -1.1039
O 1.5656 -1.8175 -1.9862
N 2.5543 -1.1439 0.1639
C 1.8890 -1.6989 1.1885
O 1.2836 -0.9671 1.9785
C 1.8218 -3.1895 1.1027
C 1.3583 -4.0993 2.0351
C 1.3492 -5.4428 1.6820
C 1.7773 -5.8563 0.4231
C 2.2219 -4.9390 -0.5226
C 2.2300 -3.6107 -0.1523
H 1.0164 -3.7624 3.0045
H 1.0003 -6.1808 2.3920
H 1.7570 -6.9090 0.1740
H 2.5436 -5.2522 -1.5064

Calculated values
Gap between HOMO and LUMO (alpha / beta) (eV): 7.117 / 6.999
Relative energy (zero: lowest compared OMol25 entry of this formula, charge and spin) (eV): 1.098

(4)
Formula: C11H18
Source: OMol25
Level of theory: ωB97M-V/def2-TZVPD

Cartesian coordinates (Å):
C -2.8611 -3.6421 -0.4312
C -1.8265 -2.6074 -0.7353
C -0.5226 -2.8515 -0.2755
C 0.4960 -1.9886 -0.6748
C 0.2226 -0.7922 -1.3351
C -1.1118 -0.4662 -1.5590
C -2.1285 -1.3494 -1.2476
H -3.3951 -3.8500 -1.3774
H -3.5435 -3.2423 0.3193
H -2.4102 -4.5663 -0.1369
H -0.2798 -3.5168 0.5334
H 1.4806 -2.3799 -0.4007
H 1.0885 -0.1837 -1.5671
H -1.4146 0.4258 -2.0812
H -3.1658 -1.0781 -1.3476
C 2.6809 2.2770 0.2650
C 1.1848 2.2170 0.5768
C 0.7857 0.9703 1.3935
C 0.8036 3.5719 1.1797
H 2.9388 3.2967 -0.0264
H 2.8506 1.7388 -0.7079
H 3.3477 2.0759 1.0998
H 0.6357 2.0723 -0.4137
H 1.5901 0.8128 2.0892
H -0.1201 1.2070 1.9928
H 0.5800 0.0335 0.8748
H 1.3632 4.3989 0.7257
H -0.2619 3.5929 0.9737
H 0.9928 3.8238 2.2938

Calculated values
Gap between HOMO and LUMO (eV): 9.922
Relative energy (zero: lowest compared OMol25 entry of this formula, charge and spin) (eV): 1.437
Structure (SMILES): Cc1ccccc1.CC(C)C

(5)
Formula: C22H16Br3CaCl2F5N3O4Te
Source: OMol25
Level of theory: ωB97M-V/def2-TZVPD

Cartesian coordinates (Å):
Ca 0.1070 0.2418 0.0054
C 3.0147 1.0269 -1.8851
C 3.3000 -0.2873 -1.2170
C 4.5364 -0.9442 -1.3861
C 4.7518 -2.1401 -0.7634
C 3.7448 -2.7118 0.0427
C 3.8676 -3.9414 0.7383
Br 5.4651 -4.9647 0.6154
C 2.8387 -4.4011 1.5068
C 1.6444 -3.6810 1.6217
Br 0.2701 -4.3867 2.7144
C 1.4100 -2.4685 0.9685
O 0.3364 -1.7947 1.0391
C 2.5345 -1.9936 0.1598
N 2.3499 -0.8086 -0.4702
H 3.8486 1.3452 -2.5088
H 2.8163 1.8070 -1.1483
H 2.1221 0.9575 -2.5123
H 5.2989 -0.4917 -2.0058
H 5.6931 -2.6609 -0.8771
H 2.9388 -5.3369 2.0398
O -3.8574 -0.3223 -1.6699
C -2.6460 -0.2073 -1.4920
O -2.0447 0.5045 -0.6347
C -1.7311 -1.0422 -2.3948
C -2.2815 -1.7995 -3.4223
C -1.4463 -2.5803 -4.1973
C -0.0877 -2.5936 -3.9123
C 0.3735 -1.8115 -2.8693
N -0.4241 -1.0359 -2.1303
H -3.3506 -1.7522 -3.5684
H -1.8450 -3.1795 -5.0067
H 0.6070 -3.1978 -4.4796
H 1.4253 -1.7996 -2.6095
Cl 4.1353 3.2176 2.0417
C 2.4971 2.5502 2.1637
Cl 2.5127 0.7824 2.3108
H 1.9464 2.8191 1.2659
H 2.0343 2.9604 3.0535
F -0.2584 5.1936 -0.0500
Te -0.5534 3.6534 -1.0843
F -0.7489 2.4150 -2.4857
F -1.9835 3.3540 0.0758
F 0.7314 4.4501 -2.1909
F -1.8190 4.6234 -2.0368
O 0.5681 2.5467 -0.1750
Br -4.3979 2.1475 5.0677
C -3.0154 1.6251 3.8855
C -3.0216 0.3571 3.3367
C -1.9816 0.0247 2.4822
N -0.9963 0.8645 2.1762
C -1.0246 2.0876 2.6979
C -2.0089 2.5191 3.5708
H -3.8055 -0.3530 3.5523
H -1.9260 -0.9618 2.0353
H -0.2450 2.7661 2.3732
H -1.9971 3.5249 3.9636

Calculated values
Gap between HOMO and LUMO (eV): 7.324
Relative energy (zero: lowest compared OMol25 entry of this formula, charge and spin) (eV): 0.000
Charge: -1